Here is a cluster of 2 separate species, C5H15NP in total at a distorted geometry from the Open Molecules 2025 dataset. Energies are from wB97M-V/def2-TZVPD.

The spin multiplicity is 1. As for the net charge: +1. The value obtained for the gap between HOMO and LUMO is 10.02 eV. Its LUMO energy is -3.15 eV. The calculation puts the HOMO energy at -0.4839 Eh.

Atoms and positions in Å:
C: -2.87 -0.37 0.18
C: 1.42 1.63 -0.54
C: -1.52 0.40 0.35
C: -0.33 -0.58 0.40
C: 1.52 0.62 0.57
N: 0.04 -1.47 -0.75
P: 2.71 -0.76 0.15
H: -3.51 0.44 -0.11
H: -2.86 -1.20 -0.51
H: -3.22 -0.89 1.15
H: 0.78 2.47 -0.30
H: 2.41 2.00 -0.78
H: 0.88 1.31 -1.33
H: -1.27 0.95 -0.57
H: -1.59 0.88 1.30
H: -0.31 -0.93 1.40
H: 1.38 0.90 1.52
H: -0.31 -2.41 -0.59
H: 1.20 -1.33 -0.92
H: -0.28 -1.27 -1.63
H: 3.33 -0.99 1.38
H: 3.78 -0.08 -0.50

Results of the Mulliken charge analysis, in e, for atoms 1 through 8:
1. C -1.175
2. C -1.251
3. C -0.228
4. C -0.776
5. C -0.378
6. N -0.101
7. P -0.186
8. H 0.360

=====

Here is a cluster of 2 separate species, C5H15NP in total at a distorted geometry from the Open Molecules 2025 dataset. Energies are from wB97M-V/def2-TZVPD.

The spin multiplicity is 1. As for the net charge: +1. The value obtained for the gap between HOMO and LUMO is 5.66 eV. Its LUMO energy is -4.78 eV. The calculation puts the HOMO energy at -0.3836 Eh.

Atoms and positions in Å:
C: 0.11 1.80 0.42
C: 0.27 -1.34 -1.86
C: -2.17 -1.20 -1.76
C: -0.95 -1.88 0.23
C: 0.65 1.38 1.79
N: -0.97 -1.55 -1.03
P: 2.33 1.67 2.02
H: -0.33 0.86 -0.05
H: 0.79 1.88 -0.49
H: -0.53 2.67 0.46
H: 1.07 -1.29 -1.07
H: 0.53 -1.79 -2.69
H: 0.23 -0.17 -2.10
H: -2.93 -2.02 -1.59
H: -2.49 -0.27 -1.36
H: -1.99 -1.21 -2.85
H: -1.95 -1.87 0.75
H: 0.00 -1.99 0.61
H: 0.00 1.64 2.68
H: 3.11 0.95 1.04
H: 2.82 1.01 3.25
H: 3.21 2.89 1.92

Results of the Mulliken charge analysis, in e, for atoms 1 through 8:
1. C -0.555
2. C -0.844
3. C -0.944
4. C -0.040
5. C -0.418
6. N 0.104
7. P -0.101
8. H -0.186

=====

Here is a cluster of 2 separate species, C5H15NS in total at a distorted geometry from the Open Molecules 2025 dataset. Energies are from wB97M-V/def2-TZVPD.

The spin multiplicity is 1. As for the net charge: 0. As for the SMILES: CCCN.CCS. The value obtained for the gap between HOMO and LUMO is 9.42 eV. Its LUMO energy is 1.00 eV. The calculation puts the HOMO energy at -0.3093 Eh.

Atoms and positions in Å:
C: 0.99 2.78 1.62
C: 1.36 1.30 1.59
C: 1.23 0.71 0.20
N: 1.43 -0.74 0.20
H: 1.65 3.33 0.94
H: -0.02 2.93 1.22
H: 1.02 3.17 2.63
H: 2.39 1.14 1.91
H: 0.71 0.74 2.27
H: 0.25 0.91 -0.24
H: 1.97 1.21 -0.45
H: 1.94 -1.03 1.03
H: 1.90 -1.11 -0.62
C: -2.61 -1.53 -2.15
C: -1.43 -2.06 -1.36
S: -1.61 -1.67 0.39
H: -2.71 -0.46 -1.92
H: -3.55 -1.92 -1.74
H: -2.55 -1.76 -3.21
H: -0.45 -1.72 -1.70
H: -1.41 -3.14 -1.46
H: -0.50 -1.09 0.83

Results of the Mulliken charge analysis, in e, for atoms 1 through 8:
1. C -1.290
2. C -0.231
3. C -0.609
4. N -0.488
5. H 0.324
6. H 0.341
7. H 0.339
8. H 0.299

=====

Here is a cluster of 2 separate species, C5H15NS in total at a distorted geometry from the Open Molecules 2025 dataset. Energies are from wB97M-V/def2-TZVPD.

The spin multiplicity is 1. As for the net charge: 0. As for the SMILES: CCNC.CCS. The value obtained for the gap between HOMO and LUMO is 9.06 eV. Its LUMO energy is 0.89 eV. The calculation puts the HOMO energy at -0.3002 Eh.

Atoms and positions in Å:
C: 2.06 -0.63 0.96
C: 1.61 0.74 0.50
N: 0.98 0.65 -0.83
C: 0.43 1.92 -1.28
H: 2.76 -1.06 0.25
H: 2.52 -0.62 1.95
H: 1.21 -1.31 0.95
H: 0.89 1.16 1.20
H: 2.47 1.42 0.43
H: 1.74 0.38 -1.45
H: -0.25 2.31 -0.52
H: -0.14 1.77 -2.19
H: 1.17 2.70 -1.46
C: -2.59 -0.42 0.44
C: -1.84 -1.74 0.33
S: -0.85 -1.87 -1.19
H: -3.38 -0.47 1.19
H: -3.07 -0.18 -0.51
H: -1.91 0.40 0.67
H: -2.54 -2.57 0.32
H: -1.21 -1.89 1.21
H: -0.06 -0.71 -0.95

Results of the Mulliken charge analysis, in e, for atoms 1 through 8:
1. C -1.066
2. C -0.434
3. N -0.333
4. C -0.991
5. H 0.297
6. H 0.376
7. H 0.182
8. H 0.341

=====

Here is a cluster of 2 separate species, C5H15NSi in total at a distorted geometry from the Open Molecules 2025 dataset. Energies are from wB97M-V/def2-TZVPD.

The spin multiplicity is 1. As for the net charge: 0. The value obtained for the gap between HOMO and LUMO (alpha / beta) is 7.40 / 7.90 eV. Its LUMO energy (alpha / beta) is 0.50 / -0.06 eV. The calculation puts the HOMO energy (alpha / beta) at -0.2535 / -0.2925 Eh.

Atoms and positions in Å:
C: 3.80 -0.26 -0.28
C: -3.25 0.19 -1.34
C: 2.57 -1.18 0.03
C: -2.62 -0.56 -0.14
C: 1.83 -0.85 1.30
N: -0.91 1.92 0.47
Si: -1.67 0.57 1.07
H: 4.82 -0.72 -0.15
H: 3.80 0.21 -1.22
H: 3.70 0.56 0.52
H: -3.71 -0.53 -2.13
H: -4.05 0.81 -0.92
H: -2.53 0.84 -1.80
H: 1.92 -1.14 -0.83
H: 2.97 -2.23 0.02
H: -2.04 -1.27 -0.63
H: -3.35 -1.09 0.36
H: 2.12 0.21 1.76
H: 1.14 -1.59 1.75
H: -1.36 2.79 0.65
H: -0.49 1.98 -0.46
H: -2.70 1.34 1.97

Results of the Mulliken charge analysis, in e, for atoms 1 through 8:
1. C -0.833
2. C -1.012
3. C -0.067
4. C -0.658
5. C -0.815
6. N -0.401
7. Si 0.004
8. H 0.235

=====

Here is a cluster of 2 separate species, C5H15O2PSi in total at a distorted geometry from the Open Molecules 2025 dataset. Energies are from wB97M-V/def2-TZVPD.

The spin multiplicity is 1. As for the net charge: 0. The value obtained for the gap between HOMO and LUMO (alpha / beta) is 8.32 / 6.93 eV. Its LUMO energy (alpha / beta) is 0.65 / -0.51 eV. The calculation puts the HOMO energy (alpha / beta) at -0.2818 / -0.2737 Eh.

Atoms and positions in Å:
C: 1.39 0.99 0.67
C: 0.97 -1.90 2.26
C: -1.11 0.48 2.13
C: 1.10 0.00 -2.79
C: -1.91 -0.37 -1.42
O: 0.94 1.28 -2.48
O: -1.54 1.00 -1.57
Si: 0.21 -0.49 1.17
P: -0.61 -1.51 -0.77
H: 2.22 0.86 0.03
H: 0.81 1.56 0.04
H: 1.61 1.42 1.54
H: 0.33 -2.11 3.14
H: 1.05 -2.71 1.52
H: 2.00 -1.69 2.67
H: -1.48 1.26 1.53
H: -2.03 -0.23 2.21
H: -0.77 0.74 3.07
H: 2.14 -0.16 -2.53
H: 0.61 -0.51 -3.65
H: -2.77 -0.45 -0.74
H: -2.28 -0.60 -2.46
H: 0.15 1.85 -2.84
H: -1.05 1.27 -0.73

Results of the Mulliken charge analysis, in e, for atoms 1 through 8:
1. C -1.251
2. C -1.089
3. C -1.122
4. C -0.440
5. C -0.488
6. O -0.444
7. O -0.577
8. Si 0.489

=====

Here is an isolated molecule of C5H15O2PSi2 at a distorted geometry from the Open Molecules 2025 dataset. Energies are from wB97M-V/def2-TZVPD.

The spin multiplicity is 1. As for the net charge: 0. The value obtained for the gap between HOMO and LUMO is 8.12 eV. Its LUMO energy is 0.12 eV. The calculation puts the HOMO energy at -0.2941 Eh.

Atoms and positions in Å:
C: -0.23 0.09 -0.19
C: 0.02 -1.99 -1.81
C: 1.50 1.56 -1.43
C: -0.80 -0.71 -1.47
C: 1.11 0.56 -0.33
O: -0.22 -0.50 3.02
O: -0.58 1.86 2.09
Si: 0.05 -1.62 1.89
Si: -1.30 1.40 0.64
P: -0.37 1.05 3.46
H: 0.04 -2.69 -1.01
H: 1.04 -1.74 -2.09
H: -0.41 -2.37 -2.75
H: 0.74 2.32 -1.60
H: 1.63 1.04 -2.48
H: 2.48 2.08 -1.13
H: -1.88 -1.02 -1.20
H: -0.98 -0.06 -2.32
H: 1.59 1.00 0.59
H: 1.61 -0.35 -0.57
H: -1.03 -2.52 2.15
H: 1.36 -2.20 1.58
H: -0.98 2.82 0.16
H: -2.76 1.20 0.97
H: -1.64 0.78 3.83

Results of the Mulliken charge analysis, in e, for atoms 1 through 8:
1. C 0.653
2. C -1.133
3. C -1.124
4. C -0.677
5. C -1.009
6. O 0.114
7. O -0.121
8. Si 0.392

=====

Here is a cluster of 5 separate species, C5H15O7 in total at a distorted geometry from the Open Molecules 2025 dataset. Energies are from wB97M-V/def2-TZVPD.

The spin multiplicity is 1. As for the net charge: -1. The value obtained for the gap between HOMO and LUMO is 8.98 eV. Its LUMO energy is 3.39 eV. The calculation puts the HOMO energy at -0.2054 Eh.

Atoms and positions in Å:
O: 1.49 1.96 -1.86
C: 1.10 0.84 -1.52
O: 1.78 -0.22 -1.31
C: -0.44 0.55 -1.83
C: -1.48 1.52 -1.23
C: -1.84 1.26 0.28
C: -0.63 1.25 1.15
O: -0.71 1.58 2.32
H: -0.61 -0.48 -1.47
H: -0.69 0.52 -2.89
H: -2.46 1.38 -1.72
H: -1.26 2.57 -1.44
H: -2.27 0.23 0.33
H: -2.65 1.94 0.54
H: 0.26 0.83 0.69
H: 0.97 -1.20 -0.44
H: 1.20 -2.06 0.89
O: 0.60 -1.95 0.15
H: -0.60 -3.02 -1.19
H: -1.27 -3.47 0.07
O: -1.45 -3.29 -0.86
H: 2.82 -0.19 0.43
H: 2.54 1.15 1.01
O: 2.77 0.25 1.29
H: -1.34 -1.62 1.75
H: -0.92 -1.31 3.23
O: -1.33 -1.96 2.65

Results of the Mulliken charge analysis, in e, for atoms 1 through 8:
1. O -0.715
2. C 0.423
3. O -0.793
4. C 0.099
5. C -0.757
6. C -0.361
7. C 0.154
8. O -0.576

=====

Here is a cluster of 2 separate species, C5H15OPSi in total at a distorted geometry from the Open Molecules 2025 dataset. Energies are from wB97M-V/def2-TZVPD.

The spin multiplicity is 1. As for the net charge: 0. The value obtained for the gap between HOMO and LUMO is 7.86 eV. Its LUMO energy is 0.30 eV. The calculation puts the HOMO energy at -0.2779 Eh.

Atoms and positions in Å:
C: -0.84 -0.40 2.62
C: 1.39 1.71 1.78
C: -1.41 1.74 0.30
C: -0.79 -2.18 -1.77
C: 1.25 -0.31 -2.63
O: 1.73 -2.21 -0.73
Si: -0.12 0.70 1.24
P: 0.68 -1.24 -1.12
H: -0.63 0.02 3.60
H: -1.92 -0.51 2.51
H: -0.40 -1.40 2.59
H: 1.10 2.52 2.45
H: 2.12 1.09 2.28
H: 1.88 2.16 0.92
H: -1.60 2.68 0.81
H: -1.07 1.97 -0.70
H: -2.36 1.21 0.22
H: -1.55 -1.52 -2.18
H: -0.43 -2.88 -2.52
H: -1.21 -2.74 -0.94
H: 1.46 -1.03 -3.41
H: 0.52 0.41 -2.96
H: 2.18 0.20 -2.37

Results of the Mulliken charge analysis, in e, for atoms 1 through 8:
1. C -1.101
2. C -1.004
3. C -1.047
4. C -1.077
5. C -1.087
6. O -0.682
7. Si 0.434
8. P 0.635

=====

Here is a cluster of 2 separate species, C5H16BBrN2S in total at a distorted geometry from the Open Molecules 2025 dataset. Energies are from wB97M-V/def2-TZVPD.

The spin multiplicity is 1. As for the net charge: 0. The value obtained for the gap between HOMO and LUMO is 5.49 eV. Its LUMO energy is -1.76 eV. The calculation puts the HOMO energy at -0.2662 Eh.

Atoms and positions in Å:
N: -1.44 -1.81 -0.47
C: -0.85 -1.04 -1.33
C: -0.55 0.46 -1.07
B: 0.93 0.50 -0.32
Br: 2.05 2.09 -0.87
C: 0.70 0.40 1.31
C: 2.03 0.02 2.09
C: 2.15 -1.51 2.44
S: 2.65 -2.59 1.02
H: -1.51 -2.75 -0.88
H: -0.58 -1.50 -2.31
H: -1.33 0.97 -0.43
H: -0.46 1.06 -2.04
H: 1.51 -0.51 -0.63
H: -0.13 -0.30 1.59
H: 0.41 1.45 1.64
H: 2.05 0.58 3.06
H: 2.91 0.31 1.44
H: 2.98 -1.59 3.19
H: 1.23 -1.90 2.97
H: 1.48 -3.06 0.50
N: -3.25 2.15 -2.18
H: -3.27 1.13 -2.09
H: -3.97 2.45 -2.84
H: -3.42 2.57 -1.27
H: -2.32 2.44 -2.52

Results of the Mulliken charge analysis, in e, for atoms 1 through 8:
1. N -0.637
2. C 0.154
3. C -0.617
4. B 0.213
5. Br -0.438
6. C -0.756
7. C -0.418
8. C -0.637

=====

Here is a cluster of 2 separate species, C5H16N2O in total at a distorted geometry from the Open Molecules 2025 dataset. Energies are from wB97M-V/def2-TZVPD.

The spin multiplicity is 2. As for the net charge: -1. The value obtained for the gap between HOMO and LUMO (alpha / beta) is 1.71 / 8.95 eV. Its LUMO energy (alpha / beta) is 3.07 / 2.96 eV. The calculation puts the HOMO energy (alpha / beta) at 0.0498 / -0.2200 Eh.

Atoms and positions in Å:
C: 1.17 2.07 0.57
C: 1.16 0.98 -0.47
C: -0.19 0.25 -0.69
C: -0.53 -0.82 0.34
N: -0.94 -0.30 1.66
C: -0.04 -0.60 2.75
N: 2.53 2.54 0.82
H: 0.51 2.90 0.27
H: 0.76 1.79 1.54
H: 1.51 1.39 -1.41
H: 1.90 0.23 -0.16
H: -0.97 1.01 -0.75
H: -0.17 -0.23 -1.67
H: -1.42 -1.27 -0.10
H: 0.19 -1.61 0.52
H: -1.09 0.70 1.63
H: -0.57 -0.56 3.69
H: 0.32 -1.62 2.69
H: 0.85 0.05 2.80
H: 2.59 3.53 0.99
H: 3.16 2.28 0.08
H: -3.29 -3.02 -4.72
H: -3.30 -4.29 -3.90
O: -2.71 -3.55 -4.15

Results of the Mulliken charge analysis, in e, for atoms 1 through 8:
1. C -0.236
2. C -0.475
3. C -1.232
4. C -0.989
5. N -0.242
6. C -0.873
7. N -0.604
8. H 0.231

=====

Here is a cluster of 3 separate species, C5H16N2O in total at a distorted geometry from the Open Molecules 2025 dataset. Energies are from wB97M-V/def2-TZVPD.

The spin multiplicity is 1. As for the net charge: 0. The value obtained for the gap between HOMO and LUMO is 8.55 eV. Its LUMO energy is -0.31 eV. The calculation puts the HOMO energy at -0.3256 Eh.

Atoms and positions in Å:
C: 1.05 0.62 0.19
N: 2.32 -0.11 0.09
C: 3.41 0.75 -0.44
C: -0.01 -0.18 0.95
C: -0.55 -1.50 0.38
C: -1.63 -1.43 -0.73
N: -2.68 -0.54 -0.35
H: 1.21 1.49 0.84
H: 0.67 0.74 -0.83
H: 2.60 -0.34 1.04
H: 3.61 0.35 -1.44
H: 3.13 1.77 -0.71
H: 4.26 0.74 0.24
H: 0.33 -0.43 1.96
H: -0.89 0.46 1.00
H: 0.28 -2.16 0.14
H: -1.18 -1.94 1.16
H: -1.84 -2.48 -0.96
H: -1.15 -1.12 -1.69
H: -1.51 0.34 -0.94
H: -3.57 -0.80 -0.78
H: -2.53 1.07 0.11
H: -2.92 2.67 0.63
O: -2.40 2.05 0.13

Results of the Mulliken charge analysis, in e, for atoms 1 through 8:
1. C -0.269
2. N -0.376
3. C -0.890
4. C -1.096
5. C -0.346
6. C -0.894
7. N -0.621
8. H 0.365

=====

Repeat the fifth record exactly.
Here is a cluster of 2 separate species, C5H15NSi in total at a distorted geometry from the Open Molecules 2025 dataset. Energies are from wB97M-V/def2-TZVPD.

The spin multiplicity is 1. As for the net charge: 0. The value obtained for the gap between HOMO and LUMO (alpha / beta) is 7.40 / 7.90 eV. Its LUMO energy (alpha / beta) is 0.50 / -0.06 eV. The calculation puts the HOMO energy (alpha / beta) at -0.2535 / -0.2925 Eh.

Atoms and positions in Å:
C: 3.80 -0.26 -0.28
C: -3.25 0.19 -1.34
C: 2.57 -1.18 0.03
C: -2.62 -0.56 -0.14
C: 1.83 -0.85 1.30
N: -0.91 1.92 0.47
Si: -1.67 0.57 1.07
H: 4.82 -0.72 -0.15
H: 3.80 0.21 -1.22
H: 3.70 0.56 0.52
H: -3.71 -0.53 -2.13
H: -4.05 0.81 -0.92
H: -2.53 0.84 -1.80
H: 1.92 -1.14 -0.83
H: 2.97 -2.23 0.02
H: -2.04 -1.27 -0.63
H: -3.35 -1.09 0.36
H: 2.12 0.21 1.76
H: 1.14 -1.59 1.75
H: -1.36 2.79 0.65
H: -0.49 1.98 -0.46
H: -2.70 1.34 1.97

Results of the Mulliken charge analysis, in e, for atoms 1 through 8:
1. C -0.833
2. C -1.012
3. C -0.067
4. C -0.658
5. C -0.815
6. N -0.401
7. Si 0.004
8. H 0.235

=====

- Look up the net charge of the twelfth one.
  0